ClH2OPS2 | ωB97M-V/def2-TZVPD

Each line ends with the Mulliken charge.
Element x y z (Å)
O  -0.23512  -0.06255  -0.23942  -0.349
P  -1.74273  0.25185  0.28648  0.681
S  -3.10262  -1.11515  0.22500  -0.261
S  -1.64507  2.10427  0.88270  -0.369
Cl  2.93963  -0.49682  -0.30951  -0.254
H  0.15649  0.86623  -0.04858  0.295
H  3.62942  -1.54783  -0.79666  0.258

Atoms 1-3, force components in eV/Å:
-0.7475 1.4497 0.6268
0.2454 0.3488 0.1099
1.3290 1.0778 -0.0382

Summary:
**DFT total energy**: -1674.39642 Ha
**ΔE to the lowest compared entry with this formula, charge and spin**: 23.39 kcal/mol
**HOMO level**: -0.361 Eh

H80O40 | ωB97M-V/def2-TZVPD

Each line ends with the Mulliken charge.
Element x y z (Å)
H  -4.26176  1.05066  -3.55794  0.257
H  -4.52904  1.67672  -2.08612  0.357
O  -4.85801  1.54235  -3.00403  -0.630
H  0.24014  -0.32949  -1.26270  -0.588
H  -1.26148  -0.77425  -0.91736  -0.055
O  -0.68744  -0.15950  -1.35382  1.191
H  1.59202  1.26893  0.02016  0.262
H  2.87204  2.09795  -0.19786  0.035
O  1.89784  2.21746  -0.13636  0.029
H  0.59463  2.10800  -2.55447  0.205
H  2.16195  1.86837  -2.19894  0.051
O  1.52269  2.04668  -2.87162  -0.409
H  -0.81141  -2.69925  -4.00477  0.167
H  0.52029  -3.01104  -3.34594  -0.012
O  0.01377  -2.30510  -3.74152  -0.175
H  4.47910  3.13932  -1.36729  0.271
O  5.11060  2.48296  -1.63575  -0.634
H  -0.69426  4.82833  -1.53377  0.311
O  -1.35037  4.86308  -0.78532  -0.694
H  2.98344  -0.93106  5.64568  0.286
H  2.75263  0.54582  5.21076  0.477
O  3.35262  -0.24294  5.09034  -0.651
H  -1.14126  0.28036  1.69950  -0.135
H  -1.21696  1.50276  0.94056  0.134
O  -1.73357  0.67590  1.06628  -0.401
H  -6.36028  -1.68738  0.58968  0.254
H  -6.32665  -0.20240  0.60088  0.252
O  -5.73558  -0.96984  0.80283  -0.501
H  1.03316  5.01189  1.45330  0.300
H  0.04953  4.39959  0.51926  0.282
O  1.04571  4.48426  0.65413  -0.543
H  -0.46749  -0.69810  -5.92840  0.318
O  -1.19988  -0.38347  -5.35960  -0.643
H  2.14624  1.16946  -5.43675  0.265
H  0.71604  1.29394  -5.01128  0.301
O  1.29518  0.72617  -5.52495  -0.596
H  -2.29368  -5.87753  2.98187  0.301
H  -0.93655  -5.11998  2.41095  0.319
O  -1.39966  -5.56168  3.11383  -0.705
H  0.99672  1.84645  2.05619  0.107
H  1.32706  3.17357  1.69176  0.211
O  1.13391  2.68046  2.54398  -0.370
H  5.14402  -1.05308  -0.57773  0.282
H  5.88057  0.03748  -1.65604  0.299
O  5.35938  -0.18472  -0.88644  -0.610
H  -2.24658  -1.26522  3.17459  0.166
H  -1.39344  -1.00781  4.22788  0.111
O  -1.54926  -0.63050  3.36092  -0.214
H  0.02057  -2.97446  3.98535  0.237
H  -1.28655  -3.95504  3.92579  0.311
O  -0.95209  -3.05053  3.92793  -0.551
H  2.35616  -3.31549  -2.81024  0.328
O  2.63482  -3.76250  -2.01783  -0.656
H  2.41715  -0.96173  1.75919  0.032
H  2.64448  -0.01914  2.81135  0.127
O  2.00091  -0.13915  2.07083  -0.432
H  1.75748  -1.01104  0.20776  -0.414
O  1.93731  -0.43514  -0.52462  1.010
H  -0.51605  3.42396  3.54373  0.269
H  -1.54828  3.91341  4.55312  0.260
O  -1.33812  3.19850  3.96704  -0.528
H  -1.52345  -5.92330  -1.80380  0.313
H  -2.38750  -6.58624  -0.69255  0.236
O  -1.94474  -5.77660  -0.94048  -0.546
H  -2.36837  0.97787  -2.02409  0.325
H  -2.34608  0.79610  -0.51034  0.167
O  -2.96506  0.87760  -1.27295  -0.323
H  0.98977  4.09129  -4.30253  0.341
H  0.91454  5.44862  -3.48079  0.283
O  0.50869  4.91205  -4.17814  -0.621
H  -2.07842  2.22302  -4.50257  0.274
H  -1.16554  3.33182  -4.94311  0.270
O  -1.74019  3.06827  -4.23746  -0.549
H  2.06735  -3.17023  1.62352  0.264
H  2.72805  -4.22795  0.75146  0.312
O  2.79590  -3.81946  1.62700  -0.685
H  3.15914  -1.29851  -3.23192  0.209
H  4.37252  -1.29342  -2.32605  0.149
O  3.41769  -1.46898  -2.32268  -0.316
H  -0.27293  -4.64835  -1.15625  0.403
H  0.50699  -5.45998  -2.59348  0.291
O  0.01361  -4.90913  -2.01606  -0.726
H  -4.50474  0.65688  2.61085  0.317
H  -5.43136  1.52280  1.91588  0.312
O  -5.48546  0.83085  2.58316  -0.762
H  -4.11906  -2.05338  2.69226  0.229
H  -4.10878  -2.40728  1.31042  0.212
O  -3.49084  -2.38751  2.05000  -0.489
H  -3.77231  -1.47507  -3.13967  0.199
O  -3.13754  -1.94923  -3.67908  -0.488
H  2.75169  2.09054  4.28793  0.201
H  1.34388  2.46827  4.64526  0.383
O  2.15553  2.14347  5.07313  -0.775
H  1.85184  -3.72336  -1.42663  0.202
H  5.57864  2.16133  -0.87700  0.334
H  2.86196  -0.35170  -0.76792  -0.353
H  -2.19139  4.50284  -1.12987  0.303
H  -0.88456  -0.59542  -4.43626  0.254
H  -3.74633  -2.70449  -3.56710  0.298
O  -4.56172  -0.16017  4.85196  -0.641
H  -5.18844  -0.05580  4.12428  0.400
H  -4.30310  0.76866  4.86988  0.300
O  4.30302  3.56553  2.30522  -0.745
H  4.63991  3.24838  3.15087  0.349
H  3.56434  2.93815  2.11802  0.303
O  0.37199  -2.04914  1.13736  1.163
H  -0.38623  -2.40435  0.58905  -0.431
H  -0.13787  -1.98724  1.96942  -0.001
O  -0.63986  0.13430  5.62264  -0.486
H  -1.13396  -0.58503  5.98844  0.193
H  -0.30784  0.75962  6.28630  0.249
O  -1.92846  -2.48214  -0.31105  -0.611
H  -2.14472  -3.01252  -1.15944  0.224
H  -2.49531  -1.70860  -0.39691  0.121
O  2.08641  -2.09364  -5.07278  -0.646
H  1.46165  -1.39080  -4.91259  0.271
H  2.29427  -2.04068  -6.01067  0.287
O  3.91098  4.90805  -0.09065  -0.602
H  4.17948  4.57234  0.77565  0.388
H  3.07051  5.37636  -0.01352  0.243

Atoms 1-3, force components in eV/Å:
0.5948 -0.1946 0.3094
0.4421 -0.7176 -1.2539
-1.3029 0.8439 0.5837

Summary:
**DFT total energy**: -3057.40721 Ha
**ΔE to the lowest compared entry with this formula, charge and spin**: 219.71 kcal/mol
**HOMO level**: -0.377 Eh

C6H11N2O3S | ωB97M-V/def2-TZVPD

Each line ends with the Mulliken charge.
Element x y z (Å)
C  -1.14665  -0.23968  1.86388  0.416
C  1.74005  0.05162  -0.24532  -0.873
C  0.22982  -1.74864  0.97882  -0.439
C  1.68689  1.18491  -1.39926  -0.831
C  -0.47132  -0.62450  -1.52179  -0.904
C  0.34572  -0.48734  0.09647  0.470
N  -0.47779  0.46029  0.90736  -0.171
N  -2.02245  0.20822  2.77131  -0.337
O  -0.23783  1.37014  -3.37893  -0.627
O  -0.97138  1.89893  -1.06378  -0.635
O  -0.74913  -1.48721  1.93146  -0.348
S  -0.14035  1.09482  -1.99273  1.086
H  2.18181  -0.91618  -0.58389  0.413
H  2.39713  0.48749  0.45275  0.402
H  -0.15211  -2.72957  0.51545  0.280
H  1.28052  -1.94103  1.45148  0.328
H  1.68903  2.16964  -1.07431  0.427
H  2.43385  1.08474  -2.12632  0.438
H  -0.29638  -1.31713  -2.31904  0.427
H  -1.51698  -0.44398  -1.35598  0.429
H  -0.78182  1.21210  0.14536  0.508
H  -2.38041  1.13261  2.66061  0.255
H  -2.64024  -0.42025  3.28639  0.287

Atoms 1-3, force components in eV/Å:
0.8354 1.0599 -0.8146
-0.5114 -0.5056 -2.8208
2.4221 -2.3456 -1.3564

Summary:
**DFT total energy**: -968.33425 Ha
**ΔE to the lowest compared entry with this formula, charge and spin**: 54.67 kcal/mol
**HOMO level**: -0.517 Eh
**Total charge**: +1